Record 1
C5H12NO | ωB97M-V with the def2-TZVPD basis set

XYZ file:
```
19
Properties=species:S:1:pos:R:3:forces:R:3:nbo_charge:R:1
C 0.113153 -1.753471 0.833060 1.048 0.966 -0.121 0.4997
C -0.399400 -2.839426 1.256074 -3.028 -0.257 -0.631 -0.4484
C 1.216807 -0.879169 -1.003227 4.437 0.300 -0.451 -0.4197
C 1.202588 0.316860 1.233623 -1.639 2.648 -1.325 -0.4203
C -1.561182 2.559967 -1.118391 2.744 0.217 1.248 -0.2492
N 0.820412 -0.795134 0.393519 -2.011 -2.564 0.723 -0.2731
O -1.524633 1.191477 -0.688570 -0.866 -0.673 0.070 -0.7714
H 0.188707 -3.627227 1.565533 1.960 -1.331 0.787 0.2835
H -1.451424 -3.244101 1.243539 0.847 1.400 -0.125 0.3055
H -2.310827 0.955120 -0.178064 0.095 0.280 -0.339 0.4780
H 1.531903 0.140932 -1.238989 -0.246 -0.224 -0.442 0.2374
H 0.523021 -1.244857 -1.717404 -1.051 -0.284 -0.016 0.2581
H 2.218011 -1.520463 -1.099190 -2.181 1.207 0.386 0.2395
H 1.139897 1.214864 0.580188 -0.268 -0.467 0.368 0.2403
H 2.201675 0.323922 1.509100 1.928 -0.761 0.783 0.2403
H 0.517084 0.511882 2.055755 0.102 -0.553 0.000 0.2530
H -2.430188 3.152260 -0.827752 0.124 -0.294 0.244 0.1969
H -1.420871 2.629006 -2.193583 -0.118 -0.154 -0.078 0.1879
H -0.574734 2.907560 -0.605220 -1.878 0.545 -1.081 0.1619
```
Forces are in eV/Å.

Values from the calculation:
electronic energy = -8907.3916 eV
gap between HOMO and LUMO = 9.3 eV
strongest force on any atom = 0.0869 Eh/bohr
charge = +1

***

Record 2
C29H31F4O5S2 | ωB97M-V with the def2-TZVPD basis set

XYZ file:
```
71
Properties=species:S:1:pos:R:3:forces:R:3:mulliken_charge:R:1
C 2.094100 -4.319527 3.520749 0.145 -0.046 -0.159 -1.7383
C 0.998758 -3.280151 3.247011 0.197 0.092 -0.265 1.9577
C -0.352769 -3.948008 3.491306 -0.003 0.035 -0.054 -1.9739
C 1.185801 -2.137189 4.255046 0.034 0.281 -0.069 -1.6607
C 1.096922 -2.697092 1.815229 -0.911 0.035 -0.123 -0.2144
C -0.006591 -2.501527 1.025343 0.055 0.368 1.250 -0.3415
C 0.060722 -1.918124 -0.281777 -1.303 0.415 -1.346 0.1009
C -1.088858 -1.626644 -1.055310 1.870 -1.189 2.398 -0.9531
C -1.192819 -2.093965 -2.439500 0.004 0.298 -2.866 0.5793
F -2.475037 -2.501611 -2.743156 1.722 0.427 0.487 -0.2735
F -0.820256 -1.155187 -3.390825 -0.521 -1.139 0.924 -0.2174
F -0.375698 -3.195194 -2.686986 -0.875 1.123 0.330 -0.3102
C 1.363067 -1.622241 -0.802611 0.811 -0.554 -0.488 -0.1244
C 2.500958 -1.695020 -0.056850 -0.420 0.238 -0.556 -0.8686
C 3.843823 -1.153965 -0.591465 -0.159 -0.067 0.384 2.1843
C 4.193715 0.137413 0.164003 -0.131 0.084 0.178 -1.6252
C 3.771954 -0.848470 -2.084073 -0.058 0.021 -0.007 -2.0879
C 4.978676 -2.157147 -0.361141 -0.029 -0.171 0.117 -1.8196
C 2.390309 -2.158564 1.343896 1.222 0.592 0.863 1.6437
O 3.357419 -2.023762 2.134082 -1.208 -0.346 -0.954 -0.8103
H 3.083846 -3.879388 3.366689 -0.206 -0.184 0.054 0.3250
H 2.013888 -4.660763 4.561752 0.005 0.007 -0.197 0.4551
H 1.973767 -5.183922 2.858251 0.070 0.039 0.089 0.3716
H -1.176404 -3.241623 3.354100 0.007 -0.149 0.067 0.3709
H -0.481519 -4.797962 2.812010 -0.126 0.113 0.068 0.4135
H -0.394260 -4.321492 4.521492 0.018 0.055 -0.158 0.4150
H 0.423785 -1.363196 4.102877 0.089 -0.083 0.080 0.2991
H 1.097030 -2.525365 5.277534 -0.001 0.067 -0.129 0.4691
H 2.177456 -1.689739 4.123303 -0.259 -0.061 0.107 0.3642
H -0.999947 -2.830255 1.342849 0.383 0.171 0.031 0.4083
H -1.950420 -1.150795 -0.608984 -0.666 -0.645 0.070 0.8073
H 1.381213 -1.259908 -1.828616 0.104 0.024 0.276 0.3260
H 4.326073 -0.083374 1.229812 0.000 0.151 -0.261 0.3464
H 5.125327 0.554376 -0.239743 -0.139 -0.007 0.084 0.4836
H 3.391745 0.878798 0.050247 0.178 -0.073 0.001 0.2452
H 3.540061 -1.755290 -2.649939 -0.055 0.105 -0.058 0.4038
H 3.025311 -0.080429 -2.300569 0.047 -0.062 -0.069 0.3687
H 4.742489 -0.475405 -2.423880 -0.045 -0.035 0.045 0.4414
H 4.779340 -3.084864 -0.909115 0.106 0.048 0.066 0.3719
H 5.918387 -1.723601 -0.726070 -0.110 -0.125 0.027 0.4595
H 5.075774 -2.378387 0.706149 0.056 -0.017 -0.279 0.3343
F -2.884284 1.004626 0.619788 -0.602 0.547 1.697 -0.3740
C -2.571826 0.907851 -0.678647 0.297 -0.380 -1.914 -0.0500
S -4.036223 0.950406 -1.777327 0.932 0.379 0.414 1.3060
C -4.328639 2.465022 -2.723616 -0.351 0.069 -0.271 0.2221
C -3.737700 2.577236 -3.983294 -0.084 0.188 0.014 -0.1955
C -4.020104 3.685507 -4.782010 -0.062 -0.141 0.225 -0.5783
C -4.893985 4.677803 -4.325222 0.090 -0.174 0.113 -0.4205
C -5.499419 4.544459 -3.073507 0.030 -0.157 -0.018 -0.5400
C -5.242308 3.424299 -2.277250 0.440 -0.104 -0.087 -0.4683
O -3.729408 -0.026352 -2.800915 -0.273 0.227 0.144 -0.6447
O -5.193362 0.813939 -0.916701 0.160 -0.246 -0.025 -0.7733
S -1.227372 2.016402 -1.112659 -0.935 0.165 -0.234 1.3676
C -0.564962 2.710898 0.395815 0.299 -0.084 0.682 -0.1866
C -0.803672 4.056265 0.701424 -0.099 -0.283 0.115 -0.5081
C -0.309736 4.591177 1.894821 0.101 -0.167 -0.146 -0.5343
C 0.446957 3.800823 2.764544 -0.068 -0.146 -0.216 -0.4642
C 0.720571 2.468165 2.431383 -0.074 0.055 -0.201 -0.6390
C 0.222014 1.922049 1.244345 -0.201 0.277 0.056 0.0695
O -0.173504 1.252185 -1.748114 -0.089 0.375 0.183 -0.5427
O -1.810912 3.157093 -1.799742 0.709 0.139 -0.437 -0.7054
H -3.066731 1.791618 -4.332175 -0.189 0.241 0.140 0.3762
H -3.555009 3.755527 -5.765212 -0.133 0.078 0.225 0.3568
H -5.105630 5.547703 -4.950379 0.043 -0.239 0.198 0.3501
H -6.190711 5.305089 -2.710204 0.143 -0.159 -0.137 0.3616
H -5.734146 3.285640 -1.315047 0.138 0.044 -0.232 0.3889
H -1.380199 4.670552 0.010503 0.095 -0.250 0.163 0.4678
H -0.519199 5.635915 2.130880 0.101 -0.297 -0.020 0.3640
H 0.829587 4.224983 3.697160 -0.125 -0.167 -0.323 0.3479
H 1.329543 1.843602 3.086214 -0.163 0.195 -0.134 0.4454
H 0.433233 0.888081 0.972027 -0.029 0.178 0.069 0.2745
```
Forces are in eV/Å.

Values from the calculation:
electronic energy = -73352.1559 eV
gap between HOMO and LUMO = 5.5 eV
strongest force on any atom = 0.0635 Eh/bohr
charge = -1